1.
Formula: C40H41F5N3OPPdS
Source: the OMol25 dataset
Level of theory: the ωB97M-V functional and the def2-TZVPD basis

Output
orbital gap (alpha / beta): 0.211 / 0.215 Ha
charge: +2

Geometry (Å):
C (1.220, -1.268, 0.508)
P (-2.424, -0.792, 0.569)
H (4.957, -1.996, -0.319)
C (2.277, 1.654, 2.304)
H (-2.274, -5.664, 0.878)
C (-1.936, 1.109, 4.079)
H (2.158, 2.362, 3.128)
H (1.315, 5.610, -1.421)
H (-1.340, -3.380, 1.103)
C (-3.615, 0.400, -0.080)
H (-4.769, 0.587, 1.736)
H (2.892, 0.895, -1.261)
C (-4.828, -3.898, -0.484)
C (-0.177, -0.623, -3.480)
N (1.117, 1.946, 0.210)
H (3.264, 1.198, 2.398)
C (-2.927, -0.990, 4.696)
F (-0.969, -3.286, -6.548)
H (4.544, 5.410, 2.906)
H (1.530, 0.875, 2.397)
H (5.961, -1.080, -1.460)
C (-2.964, -1.385, 3.354)
C (0.880, -1.667, 1.789)
H (3.972, -0.689, -2.751)
C (-4.098, -4.988, -0.036)
C (2.151, -1.990, -0.240)
C (2.346, -3.556, 1.620)
H (5.157, -2.572, -1.993)
H (-6.057, 3.000, -1.552)
C (2.078, 2.358, 0.990)
C (-2.845, -4.809, 0.540)
C (3.982, 3.846, 1.546)
H (4.868, 3.951, 0.918)
C (-2.326, -3.531, 0.673)
C (-0.861, -1.819, -3.264)
C (2.575, -1.677, -1.644)
C (-2.425, 0.248, 5.055)
C (-3.074, -2.432, 0.243)
C (-1.367, 1.519, 1.687)
H (1.637, 5.879, 0.293)
H (2.499, 3.456, -1.382)
H (-3.306, -1.654, 5.464)
C (1.462, 5.113, -0.462)
H (-2.682, 0.413, -2.018)
H (2.732, -2.595, -2.209)
C (2.646, 4.152, -0.552)
F (-1.808, -3.826, -4.026)
N (2.886, 3.387, 0.677)
H (-3.372, -2.349, 3.075)
H (3.561, 4.703, -0.764)
C (-4.318, -2.612, -0.351)
C (1.445, -2.802, 2.354)
H (3.892, 0.204, 0.032)
H (-6.323, 2.241, 0.785)
H (4.199, 3.076, 2.278)
H (4.675, 1.015, -1.351)
C (-1.957, 0.695, 2.757)
N (3.877, -0.899, -1.759)
H (3.370, -3.754, -0.241)
H (0.163, -1.104, 2.376)
C (-2.472, -0.542, 2.384)
C (-4.357, 1.749, -1.931)
H (-4.503, -5.987, -0.144)
C (-0.009, -1.277, -5.819)
H (2.771, -4.461, 2.033)
C (0.258, -0.400, -4.786)
H (-4.890, -1.760, -0.696)
O (-1.379, 2.626, 1.377)
C (3.832, 0.405, -1.035)
C (-5.521, 1.846, 0.175)
C (-1.140, -2.708, -4.284)
C (2.685, -3.147, 0.343)
C (-0.715, -2.437, -5.569)
H (-2.419, 0.548, 6.096)
C (3.704, 5.164, 2.256)
H (3.584, 5.985, 1.548)
H (2.801, 5.100, 2.867)
F (0.972, 0.695, -5.061)
H (1.828, -1.075, -2.135)
H (-4.245, 2.073, -2.959)
C (-4.644, 0.915, 0.710)
H (1.165, -3.100, 3.359)
F (0.420, -1.015, -7.048)
H (-5.799, -4.047, -0.938)
H (-1.543, 2.086, 4.337)
S (0.154, 0.621, -2.271)
F (-1.253, -2.171, -2.035)
Pd (-0.235, 0.194, 0.159)
H (0.538, 4.592, -0.200)
C (-3.475, 0.818, -1.402)
C (5.072, -1.697, -1.356)
C (-5.374, 2.267, -1.141)
H (0.946, 2.523, -0.603)



2.
Formula: C40H41F5N9O4SSn
Source: the OMol25 dataset
Level of theory: the ωB97M-V functional and the def2-TZVPD basis

Output
orbital gap: 0.247 Ha
charge: -1
energy above the lowest of the compared OMol25 structures with the same formula, charge and spin: 3.8 kcal/mol

Geometry (Å):
C (-1.442, 1.856, -1.117)
N (1.517, 2.034, 1.742)
O (-3.142, -1.717, 4.382)
H (-2.309, 4.183, 0.637)
C (-0.078, -4.220, 3.214)
C (-5.563, 0.411, -0.528)
C (-2.518, -1.521, -0.570)
C (-6.983, -1.620, -0.999)
H (6.066, 5.052, 0.639)
H (2.029, -4.260, 2.789)
C (0.294, 3.871, 2.941)
C (1.180, -3.658, 3.081)
H (0.605, -0.740, -3.423)
N (-3.783, -1.863, -0.839)
C (2.669, -1.609, 3.122)
H (-7.218, -2.407, -1.718)
C (-2.648, 2.503, -1.483)
N (-4.208, -2.674, 0.140)
C (3.674, -5.188, -3.411)
H (4.305, 2.044, -1.681)
C (1.048, -0.587, -2.434)
C (-2.664, 2.757, -3.990)
H (3.003, 3.631, 3.108)
H (3.039, -2.767, 1.580)
H (-3.999, -0.808, -2.568)
C (4.514, 4.231, 1.821)
C (5.472, -4.605, -1.967)
Sn (0.628, 0.239, 0.708)
O (3.478, -2.118, 2.197)
H (-6.449, 1.015, -0.328)
C (-0.555, 1.184, -2.121)
H (-1.901, -0.884, -1.184)
N (-2.156, -2.094, 0.548)
H (-0.224, -5.276, 3.032)
H (-2.433, 3.880, 2.361)
H (-3.247, 3.169, -4.803)
C (-1.998, -1.090, 4.025)
C (2.660, 2.536, 1.349)
H (1.096, 4.596, 3.092)
O (3.005, -0.708, 3.844)
N (0.213, 0.270, -1.607)
H (0.113, 1.720, 3.219)
C (3.198, 1.913, 0.102)
F (5.058, -3.958, 0.224)
H (4.837, 4.874, 2.634)
N (2.624, 0.777, -0.202)
C (4.563, -4.366, -0.953)
F (3.228, -5.590, -4.612)
C (2.482, -0.071, -2.546)
H (-6.676, -2.099, -0.070)
C (4.204, 2.504, -0.707)
C (-0.888, -2.052, 3.738)
H (2.488, 0.950, -2.944)
N (0.314, -1.502, 3.637)
H (-1.581, 1.621, 2.127)
N (-3.228, -2.799, 0.964)
C (1.324, -2.291, 3.286)
C (-1.144, -3.403, 3.538)
C (-0.523, 1.534, -3.508)
H (4.264, 0.056, -1.310)
C (5.264, 4.325, 0.658)
C (-1.831, 3.665, 1.472)
H (-4.162, 3.324, -2.648)
C (3.180, -4.508, -1.110)
H (0.186, 3.983, 0.791)
C (-0.434, 4.252, 1.651)
F (5.905, -5.254, -4.203)
H (-1.132, 2.271, -5.347)
H (-4.886, -2.338, -2.533)
H (-0.385, 3.979, 3.794)
O (-1.931, 0.108, 3.943)
C (-1.425, 2.196, -4.304)
H (-4.776, 1.066, -0.903)
H (-3.803, -1.018, 4.489)
H (-3.271, 2.781, -0.644)
H (-2.940, 1.862, 1.076)
C (3.191, -0.119, -1.195)
H (1.072, -1.560, -1.935)
F (1.482, -5.112, -2.657)
F (6.786, -4.440, -1.755)
H (-6.256, -0.230, -2.447)
H (3.028, -0.708, -3.249)
N (-1.069, 1.675, 0.128)
C (-5.889, -0.696, -1.526)
H (0.356, 1.175, -4.026)
S (2.030, -4.133, 0.136)
C (5.076, 3.547, -0.475)
H (3.076, -1.127, -0.791)
C (2.784, -4.939, -2.383)
C (0.887, 2.453, 2.985)
C (3.393, 3.478, 2.111)
C (-4.627, -1.452, -1.951)
C (-3.183, 2.855, -2.714)
H (5.737, 3.769, -1.308)
H (1.598, 2.379, 3.816)
H (-2.153, -3.781, 3.597)
C (5.031, -5.018, -3.211)
H (-7.896, -1.052, -0.810)
C (-1.894, 2.155, 1.229)
H (-0.529, 5.341, 1.630)
H (-5.227, -0.012, 0.422)



3.
Formula: C40H43CsF5O3P2Sb
Source: the OMol25 dataset
Level of theory: the ωB97M-V functional and the def2-TZVPD basis

Output
orbital gap: 0.235 Ha
energy above the lowest of the compared OMol25 structures with the same formula, charge and spin: 9.4 kcal/mol

Geometry (Å):
H (1.548, -1.658, 6.176)
C (-1.812, -2.173, 6.914)
H (0.821, -2.335, 7.631)
H (-1.756, -0.526, -6.510)
C (-1.799, 6.567, -1.942)
C (2.212, 0.129, -3.177)
C (-1.271, -0.729, -4.432)
H (-1.959, -3.163, 6.474)
C (6.145, 1.872, 0.145)
C (-3.200, -6.530, -1.849)
H (2.267, 1.272, -6.365)
C (-2.519, 5.700, -1.136)
H (-3.938, -1.184, 3.138)
O (-1.849, -3.367, -0.648)
Cs (-1.040, -1.146, 0.256)
C (-0.625, -1.456, 6.281)
H (0.482, 4.411, -3.194)
P (2.050, 0.601, -1.452)
C (2.399, -0.792, -5.788)
C (-1.320, 2.049, -4.358)
H (-3.740, 1.695, 3.378)
H (7.106, 2.171, 0.542)
C (2.291, 0.570, -5.541)
C (1.944, -0.762, 3.363)
P (-0.694, 2.133, -1.624)
H (2.897, -0.219, 3.388)
C (2.202, 1.032, -4.238)
H (-1.269, -1.811, -4.448)
H (-3.359, 6.066, -0.559)
H (-1.808, 1.945, -6.440)
C (0.816, 0.108, 3.922)
C (3.898, 1.105, 0.501)
C (-2.658, 0.097, 4.342)
H (5.291, 1.495, 2.079)
H (-2.644, 0.485, 5.365)
C (-1.575, 1.381, -5.547)
H (-0.557, -0.441, 6.684)
H (-0.789, -0.662, -2.366)
H (-3.863, -1.680, 4.821)
F (-3.495, -4.354, -2.660)
C (-2.643, -7.427, -0.956)
H (1.077, 0.422, 4.937)
C (0.678, -2.198, 6.555)
H (0.008, 2.097, 3.529)
C (-2.733, 1.265, 3.363)
C (2.319, -1.236, -3.430)
H (-2.741, -1.613, 6.801)
C (-1.555, -5.584, 0.124)
H (-1.644, -2.315, 7.986)
H (0.183, 1.117, 2.078)
H (-2.707, 3.672, -0.429)
H (4.561, 1.431, -2.814)
O (1.439, -0.479, -0.620)
C (-2.163, 4.360, -1.063)
C (-1.813, -6.936, 0.036)
H (1.607, 1.811, 2.858)
H (1.752, -1.038, 2.322)
C (-1.012, -0.066, -3.245)
O (-1.429, 1.505, -0.486)
C (-1.080, 3.886, -1.799)
F (-4.008, -6.983, -2.821)
H (-2.530, 0.970, 2.329)
H (2.112, 2.097, -4.059)
C (-1.548, -0.005, -5.584)
C (-0.359, 4.764, -2.608)
H (1.258, 2.542, -0.364)
C (5.125, 1.494, 1.009)
C (1.114, 2.156, -1.379)
H (-2.077, 7.612, -1.997)
C (-1.027, 1.331, -3.201)
C (-2.099, -4.625, -0.757)
H (6.741, 2.136, -1.898)
H (-0.156, 6.777, -3.310)
C (-0.718, 6.100, -2.680)
H (2.299, -1.935, -2.602)
C (3.684, 1.095, -0.879)
H (1.571, 2.883, -2.053)
F (-2.901, -8.745, -1.049)
C (4.712, 1.463, -1.742)
H (2.083, -1.689, 3.922)
H (2.493, -2.756, -4.929)
H (3.104, 0.785, 1.166)
H (-1.366, 3.130, -4.333)
H (2.461, -1.152, -6.807)
H (-2.037, 2.061, 3.615)
Sb (-0.919, -1.206, 4.150)
C (0.633, 1.345, 3.051)
C (-3.879, -0.810, 4.163)
C (5.940, 1.855, -1.227)
C (2.417, -1.694, -4.735)
F (-1.260, -7.788, 0.914)
H (0.673, -3.190, 6.097)
C (-2.931, -5.179, -1.751)
F (-0.740, -5.150, 1.110)
H (-4.801, -0.256, 4.365)



4.
Formula: C40H43FFeN10O7S
Source: the OMol25 dataset
Level of theory: the ωB97M-V functional and the def2-TZVPD basis

Output
orbital gap (alpha / beta): 0.135 / 0.135 Ha
energy above the lowest of the compared OMol25 structures with the same formula, charge and spin: 4.8 kcal/mol

Geometry (Å):
C (0.314, -3.509, -0.261)
C (1.789, -2.399, 4.523)
H (-3.151, -3.666, -3.200)
H (-6.965, 0.319, 5.889)
H (1.661, -2.999, 5.415)
C (1.068, 8.221, -4.991)
C (-8.089, 0.957, 4.179)
C (-0.372, 8.927, -3.224)
N (1.558, 2.347, 1.328)
C (-0.070, 4.892, -1.775)
C (2.821, 4.012, 2.612)
C (-0.087, 3.842, -2.689)
C (-1.573, -2.993, -1.838)
H (3.876, 1.745, 0.330)
C (3.944, 2.540, 1.057)
C (-5.831, 0.095, 4.098)
C (-5.809, 0.259, 2.711)
H (1.906, 4.344, 3.080)
C (2.784, 2.983, 1.675)
N (-0.003, 7.818, -4.092)
N (-0.272, -0.635, 1.963)
C (0.131, 3.225, -6.380)
C (2.115, -0.881, 2.222)
Fe (-0.228, 0.657, 0.175)
H (0.145, 10.850, -4.174)
H (4.217, -1.130, 2.535)
H (-1.584, 10.663, -3.839)
H (-6.935, 0.877, 0.990)
H (-4.609, 0.313, 1.011)
H (1.522, 7.351, -5.456)
C (3.065, -2.106, 4.060)
O (-0.590, 2.325, -1.002)
O (0.849, -2.535, 0.187)
N (-1.629, -5.000, -0.588)
C (-8.066, 1.110, 2.798)
H (-8.965, 1.236, 4.749)
C (0.096, -0.056, -2.773)
C (-0.256, 2.471, -2.177)
N (0.083, 3.041, -4.935)
C (0.023, 6.182, -2.220)
C (0.033, 6.483, -3.583)
H (3.932, -2.476, 4.593)
H (4.073, 5.374, 3.674)
C (5.213, 4.137, 2.340)
N (-0.863, 9.606, -5.521)
H (-1.335, 10.258, -6.143)
H (2.217, -0.318, 1.306)
H (0.748, 4.097, -6.607)
N (0.507, 2.631, 1.996)
C (-2.683, -5.111, -1.621)
N (-3.564, -0.462, 2.548)
F (0.112, 7.188, -1.314)
C (0.027, 5.438, -4.494)
H (-1.675, -3.041, 0.318)
C (0.087, 1.767, -4.436)
H (-2.347, -5.776, -2.422)
H (6.065, 2.768, 0.925)
H (0.657, 2.365, -6.792)
H (-1.945, -5.354, 0.304)
O (1.582, 1.456, 0.353)
S (-2.436, -0.040, 0.115)
H (-1.833, 2.446, -6.817)
C (-1.188, -3.599, -0.487)
H (0.417, 9.206, -2.521)
C (0.454, 9.139, -6.069)
C (-1.254, 3.351, -6.996)
H (-1.645, -1.914, -1.769)
N (-4.707, -0.077, 1.946)
H (-0.818, -3.223, -2.593)
H (-0.324, -2.147, 4.200)
O (0.985, -4.609, -0.644)
O (0.220, -0.322, -1.553)
H (-1.254, 8.654, -2.649)
C (-6.965, 0.445, 4.813)
C (-2.513, -0.427, 1.799)
H (-3.594, -5.541, -1.200)
O (0.121, -0.838, -3.728)
H (-0.012, 5.673, -5.549)
C (3.224, -1.349, 2.909)
H (-1.423, 8.753, -5.414)
H (0.280, -5.254, -0.864)
H (0.248, 8.621, -7.003)
H (6.163, 4.577, 2.613)
N (-1.367, -0.857, 2.501)
C (-6.945, 0.762, 2.068)
C (-0.042, 1.427, -3.136)
H (-1.803, 4.189, -6.562)
C (0.674, -1.930, 3.849)
H (1.859, 8.754, -4.447)
H (-4.954, -0.296, 4.592)
H (-0.129, 4.665, -0.718)
H (0.209, 0.964, -5.155)
H (1.064, 10.017, -6.269)
C (4.040, 4.580, 2.939)
H (-3.702, -3.197, -1.587)
C (0.843, -1.163, 2.698)
C (-0.678, 10.140, -4.133)
O (-0.526, 1.986, 1.657)
C (5.157, 3.121, 1.399)
H (-1.183, 3.504, -8.074)
C (-2.897, -3.687, -2.140)
C (0.021, 4.105, -4.063)
H (-8.934, 1.501, 2.281)



5.
Formula: C40H43N3O4S2
Source: the OMol25 dataset
Level of theory: the ωB97M-V functional and the def2-TZVPD basis

Output
orbital gap: 0.143 Ha
energy above the lowest of the compared OMol25 structures with the same formula, charge and spin: 13.1 kcal/mol

Geometry (Å):
C (2.774, -3.504, 1.707)
C (-3.840, 0.415, -4.784)
C (-2.324, 2.282, -5.106)
H (-4.562, -2.378, 2.932)
H (-0.441, -1.495, 2.132)
H (5.434, -5.709, 3.300)
H (3.795, 0.099, 2.602)
H (6.563, -3.039, 0.940)
C (-2.916, 1.332, -4.277)
C (-1.223, 0.332, 1.308)
C (1.975, 6.417, 1.522)
H (3.820, 6.639, 3.420)
C (1.083, 3.604, 2.641)
C (1.899, -3.357, -3.570)
H (-3.329, 1.813, 0.548)
C (-7.050, -2.167, 2.716)
O (-2.248, 2.638, -2.098)
H (3.263, 1.107, 0.638)
C (-0.212, -0.481, 1.799)
H (-8.346, 0.383, 2.043)
H (1.693, 7.207, 2.231)
H (3.332, -4.093, -2.124)
H (-6.437, -2.353, 3.601)
H (-2.136, 3.037, -7.091)
H (4.441, 4.970, 3.298)
H (-3.766, 1.389, -8.063)
C (-2.628, 2.293, -6.465)
H (-0.973, 1.254, 0.775)
H (0.834, -2.752, 1.233)
C (2.321, 4.028, 2.095)
C (3.514, -0.878, 2.216)
H (-1.643, 3.016, -4.677)
C (-3.534, 1.368, -6.993)
N (2.701, 5.364, 2.203)
H (-7.342, 0.387, 0.586)
C (2.789, -3.225, -2.504)
H (3.769, -5.593, 2.686)
C (3.137, 3.079, 1.435)
C (1.274, -1.043, -3.345)
S (-2.402, 1.270, -2.557)
H (-0.447, 0.309, -1.583)
C (4.149, -3.189, 1.889)
N (-6.658, -0.932, 2.070)
C (6.477, -3.952, 1.533)
H (2.605, 6.873, 0.739)
H (-8.415, -0.991, 0.925)
H (-5.716, 1.360, 1.037)
H (4.108, 3.378, 1.038)
H (2.475, -4.546, 1.597)
C (-5.344, -0.589, 1.939)
H (-2.235, -1.786, 2.624)
H (-4.815, -0.325, -6.545)
H (-0.236, 1.971, 3.017)
H (7.125, -3.858, 2.418)
O (1.173, 1.477, -3.771)
C (-7.739, -0.250, 1.377)
H (-8.099, -2.092, 3.019)
H (6.846, -4.796, 0.935)
C (-3.631, 0.903, 1.056)
H (5.552, -1.534, 2.105)
C (2.203, -0.883, -2.315)
O (-0.387, -0.033, -5.047)
N (5.093, -4.185, 1.888)
H (0.467, 4.335, 3.173)
C (-0.880, 0.469, -2.562)
H (0.483, -2.341, -4.866)
C (4.821, -5.510, 2.407)
C (2.685, 1.782, 1.268)
C (-2.607, 0.029, 1.499)
C (-4.319, -1.456, 2.410)
C (3.979, 5.789, 2.740)
H (4.663, 6.122, 1.945)
C (1.842, -2.496, 1.560)
C (-4.126, 0.423, -6.151)
S (0.250, 0.362, -3.811)
C (1.511, 1.312, 1.903)
O (-3.356, 0.389, -1.916)
H (-4.307, -0.303, -4.112)
C (1.157, -2.261, -4.016)
H (5.052, -6.277, 1.655)
H (1.770, -4.314, -4.069)
C (2.990, -1.970, -1.928)
C (1.152, -0.105, 1.848)
H (3.758, -1.816, -1.174)
C (0.707, 2.274, 2.568)
C (2.168, -1.145, 1.856)
H (-6.944, -3.040, 2.052)
C (-2.994, -1.132, 2.209)
H (2.318, 0.082, -1.822)
C (-4.960, 0.633, 1.316)
C (4.505, -1.827, 2.059)
H (1.073, 6.005, 1.062)